{"formula": "C46H120N8O12", "method": "ωB97M-V with the def2-TZVPD basis set", "relative_energy_kj_mol": 0.0, "homo_energy_ev": -8.32, "smiles": "CC1(C)CCCC(C)(C)N1O.CC1(C)CCCC(C)(C)N1O.COC[C@H](C)N.COC[C@H](C)N.COC[C@H](C)N.COC[C@H](C)N.COC[C@H](C)N.COC[C@H](C)N.CO.CO.CO.CO", "total_energy_ev": -86131.7847, "gap_ha": 0.309, "largest_force_ev_per_a": 2.14, "elements": ["C", "C", "C", "C", "C", "C", "C", "C", "C", "N", "O", "H", "H", "H", "H", "H", "H", "H", "H", "H", "H", "H", "H", "H", "H", "H", "H", "H", "H", "H", "C", "C", "C", "C", "C", "C", "C", "C", "C", "N", "O", "H", "H", "H", "H", "H", "H", "H", "H", "H", "H", "H", "H", "H", "H", "H", "H", "H", "H", "H", "C", "O", "C", "C", "C", "N", "H", "H", "H", "H", "H", "H", "H", "H", "H", "H", "H", "C", "O", "C", "C", "C", "N", "H", "H", "H", "H", "H", "H", "H", "H", "H", "H", "H", "C", "O", "C", "C", "C", "N", "H", "H", "H", "H", "H", "H", "H", "H", "H", "H", "H", "C", "O", "C", "C", "C", "N", "H", "H", "H", "H", "H", "H", "H", "H", "H", "H", "H", "C", "O", "C", "C", "C", "N", "H", "H", "H", "H", "H", "H", "H", "H", "H", "H", "H", "C", "O", "C", "C", "C", "N", "H", "H", "H", "H", "H", "H", "H", "H", "H", "H", "H", "C", "O", "H", "H", "H", "H", "C", "O", "H", "H", "H", "H", "C", "O", "H", "H", "H", "H", "C", "O", "H", "H", "H", "H"], "xyz": [[-2.949, -2.960, -0.763], [-4.399, -2.910, -1.268], [-4.838, -1.449, -1.337], [-4.272, -3.519, -2.669], [-5.614, -4.046, -3.189], [-6.316, -4.980, -2.206], [-6.455, -4.369, -0.810], [-7.602, -3.339, -0.810], [-6.857, -5.493, 0.149], [-5.173, -3.801, -0.427], [-5.168, -3.351, 0.927], [-2.285, -2.416, -1.446], [-2.804, -2.510, 0.220], [-2.588, -3.989, -0.780], [-4.036, -0.818, -1.713], [-5.720, -1.312, -1.973], [-5.176, -1.086, -0.362], [-3.834, -2.875, -3.434], [-3.633, -4.415, -2.689], [-6.267, -3.188, -3.417], [-5.549, -4.540, -4.166], [-5.802, -5.943, -2.153], [-7.316, -5.124, -2.626], [-7.577, -2.721, -1.708], [-7.525, -2.723, 0.086], [-8.578, -3.829, -0.790], [-6.045, -6.221, 0.279], [-7.708, -6.049, -0.233], [-7.024, -5.060, 1.137], [-4.830, -4.106, 1.425], [-0.501, 3.322, 0.010], [-0.246, 2.214, 1.042], [0.375, 2.824, 2.316], [-1.601, 1.600, 1.389], [-1.538, 0.264, 2.113], [-0.667, -0.668, 1.277], [0.732, -0.124, 0.970], [1.574, -0.206, 2.248], [1.256, -1.092, -0.088], [0.607, 1.203, 0.402], [1.831, 1.754, -0.052], [-1.326, 3.971, 0.307], [0.409, 3.903, -0.159], [-0.782, 2.907, -0.961], [-0.070, 2.403, 3.226], [1.450, 2.659, 2.432], [0.157, 3.891, 2.412], [-2.173, 2.269, 2.046], [-2.201, 1.469, 0.481], [-1.126, 0.294, 3.127], [-2.520, -0.196, 2.173], [-1.237, -0.913, 0.372], [-0.630, -1.663, 1.739], [2.559, 0.213, 1.999], [1.811, -1.232, 2.540], [1.148, 0.305, 3.109], [2.179, -0.744, -0.564], [0.523, -1.167, -0.898], [1.402, -2.104, 0.288], [2.377, 1.952, 0.747], [3.603, -3.251, 6.906], [3.252, -4.207, 5.915], [2.090, -3.816, 5.216], [1.661, -4.969, 4.351], [0.683, -4.671, 3.231], [1.073, -6.029, 5.209], [3.841, -2.298, 6.410], [4.514, -3.598, 7.390], [2.818, -3.113, 7.654], [1.252, -3.544, 5.876], [2.336, -2.950, 4.579], [2.598, -5.370, 3.933], [0.613, -5.474, 2.502], [0.921, -3.740, 2.698], [-0.306, -4.479, 3.656], [1.193, -6.934, 4.774], [1.513, -6.052, 6.121], [0.083, 6.747, -3.740], [-0.980, 5.945, -4.195], [-0.567, 4.865, -5.024], [-1.705, 3.843, -5.114], [-2.992, 4.586, -5.473], [-1.971, 3.132, -3.822], [0.822, 7.027, -4.501], [0.629, 6.245, -2.930], [-0.376, 7.639, -3.314], [-0.288, 5.299, -5.998], [0.341, 4.384, -4.617], [-1.425, 3.151, -5.914], [-3.793, 3.891, -5.728], [-2.897, 5.250, -6.346], [-3.333, 5.239, -4.672], [-2.041, 3.878, -3.126], [-1.144, 2.570, -3.547], [6.488, -1.738, -3.741], [5.865, -2.426, -2.691], [5.254, -3.628, -3.094], [4.008, -3.441, -3.954], [3.108, -2.333, -3.453], [3.272, -4.703, -4.062], [7.393, -2.240, -4.107], [6.772, -0.767, -3.340], [5.807, -1.600, -4.587], [5.996, -4.235, -3.639], [5.026, -4.172, -2.176], [4.362, -3.133, -4.960], [2.785, -2.484, -2.417], [2.254, -2.188, -4.116], [3.600, -1.356, -3.403], [2.382, -4.583, -4.560], [3.744, -5.378, -4.666], [-0.640, -3.603, -3.784], [0.337, -4.050, -4.687], [-0.213, -5.032, -5.536], [0.840, -5.631, -6.438], [1.551, -4.577, -7.281], [0.202, -6.679, -7.239], [-1.608, -3.367, -4.235], [-0.272, -2.698, -3.297], [-0.804, -4.330, -2.977], [-0.733, -5.825, -4.980], [-0.997, -4.636, -6.214], [1.563, -6.114, -5.767], [2.098, -3.863, -6.661], [0.791, -3.997, -7.831], [2.177, -4.959, -8.089], [-0.711, -6.401, -7.587], [0.750, -6.905, -8.059], [3.513, 5.825, -1.630], [2.669, 6.964, -1.717], [2.986, 8.003, -0.809], [2.329, 7.786, 0.541], [0.826, 7.773, 0.415], [2.668, 8.919, 1.459], [2.944, 4.944, -1.941], [3.781, 5.605, -0.591], [4.374, 5.932, -2.300], [4.080, 8.094, -0.745], [2.603, 8.930, -1.243], [2.671, 6.898, 1.074], [0.451, 8.661, -0.096], [0.377, 7.703, 1.409], [0.439, 6.899, -0.108], [3.689, 8.949, 1.541], [2.468, 9.805, 0.989], [-1.755, 2.672, 5.524], [-1.967, 2.654, 6.902], [-0.826, 3.034, 7.616], [0.282, 1.992, 7.648], [-0.329, 0.681, 8.139], [1.363, 2.333, 8.624], [-1.036, 1.883, 5.241], [-1.340, 3.618, 5.154], [-2.672, 2.411, 5.001], [-0.502, 4.031, 7.256], [-1.111, 3.286, 8.647], [0.682, 1.793, 6.655], [-1.203, 0.395, 7.534], [-0.763, 0.727, 9.141], [0.365, -0.153, 8.062], [1.891, 3.103, 8.190], [0.911, 2.800, 9.414], [3.971, 4.012, 4.173], [5.290, 3.496, 4.069], [3.837, 4.531, 5.125], [3.753, 4.675, 3.344], [3.241, 3.194, 4.180], [5.656, 3.411, 4.951], [5.107, 1.697, 0.934], [4.047, 2.259, 1.742], [5.819, 2.484, 0.652], [5.717, 1.004, 1.524], [4.660, 1.212, 0.074], [4.413, 2.442, 2.621], [-5.098, -0.108, 2.971], [-5.948, -0.026, 4.131], [-5.711, -0.299, 2.095], [-4.661, 0.894, 2.825], [-4.294, -0.830, 3.095], [-5.413, -0.218, 4.905], [1.254, 0.674, -3.370], [0.172, 1.364, -2.723], [2.160, 0.912, -2.795], [1.170, -0.413, -3.408], [1.367, 1.102, -4.366], [0.334, 1.289, -1.766]], "lowdin_charge": [-0.044, -0.512, -0.009, -0.144, -0.185, -0.139, -0.531, -0.024, -0.041, -0.089, -0.019, 0.076, 0.067, 0.087, 0.087, 0.076, 0.073, 0.118, 0.115, 0.104, 0.112, 0.122, 0.123, 0.068, 0.084, 0.084, 0.088, 0.086, 0.081, 0.106, -0.023, -0.481, -0.008, -0.129, -0.167, -0.148, -0.504, -0.006, -0.027, -0.104, -0.023, 0.093, 0.080, 0.067, 0.053, 0.060, 0.088, 0.121, 0.131, 0.102, 0.078, 0.098, 0.122, 0.075, 0.072, 0.074, 0.079, 0.078, 0.087, 0.058, -0.103, -0.188, -0.234, -0.439, -0.064, 0.033, 0.087, 0.086, 0.087, 0.135, 0.121, 0.138, 0.076, 0.055, 0.079, 0.069, 0.064, -0.110, -0.208, -0.216, -0.408, -0.085, 0.046, 0.091, 0.069, 0.088, 0.124, 0.120, 0.133, 0.070, 0.078, 0.072, 0.062, 0.032, -0.120, -0.192, -0.212, -0.444, -0.058, 0.051, 0.090, 0.089, 0.079, 0.125, 0.128, 0.126, 0.086, 0.064, 0.077, 0.024, 0.077, -0.104, -0.199, -0.228, -0.449, -0.055, 0.035, 0.081, 0.078, 0.095, 0.135, 0.133, 0.126, 0.064, 0.087, 0.075, 0.070, 0.068, -0.091, -0.216, -0.215, -0.437, -0.066, 0.023, 0.085, 0.083, 0.090, 0.125, 0.128, 0.129, 0.084, 0.079, 0.068, 0.066, 0.068, -0.122, -0.176, -0.240, -0.429, -0.070, 0.033, 0.069, 0.094, 0.091, 0.127, 0.129, 0.126, 0.076, 0.084, 0.071, 0.067, 0.068, -0.149, -0.118, 0.086, 0.084, 0.073, 0.087, -0.101, -0.172, 0.082, 0.085, 0.076, 0.033, -0.146, -0.124, 0.072, 0.072, 0.065, 0.066, -0.127, -0.160, 0.078, 0.042, 0.083, 0.036]}